No. 1
5 unconnected molecules or ions with the total composition C19H26F4O11. Source: the Open Molecules 2025 dataset; level of theory: the ωB97M-V functional and the def2-TZVPD basis.

The SMILES is O=C(O)OC(F)(F)C(F)F.O=C1CCCO1.O=C1CCCO1.O=C1CCCO1.O=C1CCCO1. The calculation puts the LUMO energy at 0.49 eV. For the total energy, the calculation gives -53518.610 eV. For the max |F|, the calculation gives 0.67 eV/A. The calculation puts the HOMO-LUMO gap at 10.4 eV.

The geometry in XYZ format:
```
60
Properties=species:S:1:pos:R:3:forces:R:3
O 0.442 2.163 1.654 0.01 -0.06 -0.39
C -0.250 1.939 0.710 0.14 -0.08 0.65
O -1.468 1.388 0.731 0.13 -0.18 -0.38
O 0.076 2.278 -0.582 0.10 -0.17 -0.29
C 1.262 1.755 -1.081 -0.16 -0.03 -0.30
F 1.208 2.007 -2.408 0.05 -0.07 0.51
F 1.266 0.408 -0.920 0.01 0.51 -0.13
C 2.547 2.392 -0.458 0.48 -0.38 -0.08
F 3.233 1.442 0.229 -0.25 0.35 -0.32
F 3.355 2.846 -1.467 -0.35 -0.21 0.39
H -1.397 0.558 1.235 -0.07 0.15 0.32
H 2.296 3.206 0.208 0.03 0.20 0.08
O 0.365 -0.896 1.558 -0.12 0.29 0.10
C -0.252 -1.805 1.090 0.07 -0.39 -0.10
C 0.251 -3.138 0.582 -0.22 0.00 -0.17
C -0.922 -3.650 -0.253 0.10 0.03 0.00
C -2.108 -2.993 0.442 -0.07 -0.13 -0.07
O -1.603 -1.742 0.950 0.00 0.02 0.02
H 0.449 -3.780 1.442 0.03 -0.02 0.01
H 1.164 -3.004 0.009 0.10 0.04 0.13
H -0.998 -4.734 -0.287 -0.02 0.00 0.11
H -0.838 -3.278 -1.275 -0.03 0.01 0.00
H -2.465 -3.584 1.288 0.03 -0.01 0.01
H -2.942 -2.783 -0.222 0.00 0.10 0.02
O 2.124 -1.446 -5.831 -0.05 -0.11 0.00
C 2.209 -0.279 -6.067 0.03 0.06 0.12
C 1.790 0.891 -5.196 -0.06 0.13 -0.34
C 1.765 2.058 -6.183 -0.02 -0.08 0.07
C 2.813 1.622 -7.202 -0.01 0.06 0.02
O 2.745 0.186 -7.223 0.02 0.06 -0.07
H 2.543 1.026 -4.420 -0.01 -0.03 0.06
H 0.831 0.690 -4.731 0.04 -0.07 0.13
H 1.982 3.025 -5.736 0.06 -0.01 0.02
H 0.787 2.117 -6.662 0.00 0.01 -0.01
H 3.823 1.913 -6.906 0.00 0.01 0.02
H 2.621 1.986 -8.208 0.01 -0.06 -0.04
O 2.708 4.863 1.839 0.10 -0.07 -0.02
C 1.650 5.406 1.738 -0.02 0.10 0.05
C 1.034 6.454 2.644 -0.31 -0.13 -0.04
C -0.440 6.430 2.235 0.11 -0.02 0.04
C -0.351 5.994 0.776 -0.05 0.04 0.03
O 0.808 5.145 0.709 -0.05 0.05 -0.08
H 1.510 7.411 2.427 0.03 0.01 0.02
H 1.206 6.197 3.684 0.12 0.04 0.02
H -0.957 7.378 2.362 0.03 0.03 -0.04
H -0.970 5.673 2.814 -0.01 -0.01 0.00
H -0.196 6.837 0.100 0.00 0.02 0.01
H -1.212 5.423 0.437 0.03 -0.06 -0.03
O -0.972 -6.080 2.234 0.04 0.14 -0.17
C -1.730 -6.117 3.158 -0.06 -0.15 0.03
C -3.191 -6.527 3.159 -0.06 0.22 0.22
C -3.695 -5.984 4.496 0.06 -0.02 -0.11
C -2.425 -6.020 5.340 -0.08 -0.02 0.03
O -1.349 -5.794 4.412 0.00 0.04 0.09
H -3.235 -7.616 3.110 -0.01 -0.02 -0.05
H -3.700 -6.112 2.294 0.03 -0.09 -0.09
H -4.512 -6.553 4.933 0.03 -0.05 0.01
H -4.028 -4.953 4.374 -0.01 0.01 0.02
H -2.269 -6.992 5.813 -0.01 -0.01 -0.01
H -2.386 -5.247 6.102 0.07 0.03 -0.02
```
Positions in Å, forces in eV/Å.

***

No. 2
2 unconnected molecules or ions with the total composition C4H5NO. Source: the Open Molecules 2025 dataset; level of theory: the ωB97M-V functional and the def2-TZVPD basis.

The SMILES is [H]/N=C1\O[C@@H]1C#C.[H][H]. The calculation puts the LUMO energy at 0.82 eV. For the total energy, the calculation gives -7761.963 eV. For the max |F|, the calculation gives 0.52 eV/A. The calculation puts the HOMO-LUMO gap at 11.1 eV.

The geometry in XYZ format:
```
11
Properties=species:S:1:pos:R:3:forces:R:3
H -0.687 1.208 2.625 0.01 -0.02 -0.04
N -0.484 0.400 2.037 0.21 0.25 -0.34
C 0.116 0.730 0.993 -0.15 -0.14 0.29
O 0.618 1.773 0.321 -0.05 0.12 0.08
C 0.748 0.398 -0.261 0.06 -0.18 -0.12
C -0.005 0.130 -1.461 -0.24 -0.10 -0.45
C -0.604 -0.123 -2.473 0.22 0.11 0.44
H 1.774 0.036 -0.248 -0.15 0.06 0.00
H -1.150 -0.343 -3.365 0.10 0.04 0.16
H -0.290 -1.903 1.202 0.04 -0.11 -0.08
H -0.034 -2.306 0.629 -0.04 -0.03 0.06
```
Positions in Å, forces in eV/Å.

***

No. 3
A gas-phase ion, C4H12N2O (charge +1) in a non-equilibrium geometry. Source: the Open Molecules 2025 dataset; level of theory: the ωB97M-V functional and the def2-TZVPD basis.

The calculation puts the LUMO energy (alpha / beta) at -3.10 / -9.40 eV. As for the total charge: +1. For the total energy, the calculation gives -9359.298 eV. For the max |F|, the calculation gives 5.47 eV/A. Its multiplicity is 2. The calculation puts the HOMO-LUMO gap (alpha / beta) at 11.4 / 4.8 eV.

The geometry in XYZ format:
```
19
Properties=species:S:1:pos:R:3:forces:R:3
C -0.841 2.044 -0.124 -1.99 1.92 1.39
O -1.322 2.448 -1.359 0.66 -1.91 -1.10
C -0.486 0.607 0.195 -2.53 -0.93 -1.09
C 0.844 0.058 -0.444 0.21 -0.83 0.36
C 0.973 -1.506 -0.615 -0.32 -0.13 1.25
N 0.805 -2.339 0.618 -1.24 0.77 -1.51
N -0.607 0.404 1.655 0.39 -3.95 -3.76
H -1.702 2.361 0.519 0.82 -0.89 0.46
H -0.077 2.678 0.136 2.10 1.63 0.52
H -1.898 1.699 -1.563 -0.56 0.58 -0.91
H -1.274 0.098 -0.410 0.05 -0.55 1.13
H 1.620 0.370 0.232 0.88 0.22 -0.10
H 1.008 0.421 -1.468 -0.28 0.60 0.45
H 2.032 -1.628 -0.861 -0.33 -0.06 -0.77
H 0.178 -1.900 -1.308 1.16 0.71 -0.04
H 1.205 -3.275 0.532 0.87 0.36 0.37
H -0.166 -2.572 0.502 -0.81 -0.28 0.97
H -0.542 -0.659 1.747 -0.83 1.30 0.70
H 0.250 0.690 2.015 1.74 1.44 1.65
```
Positions in Å, forces in eV/Å.

***

No. 4
7 unconnected molecules or ions with the total composition C34H43BF7N3O19 in a non-equilibrium geometry. Source: the Open Molecules 2025 dataset; level of theory: the ωB97M-V functional and the def2-TZVPD basis.

The SMILES is [H]/N=C(/N)NCCCCB(CCCF)CC(=O)c1ccccc1.O=C1OC[C@@H](F)O1.O=C1OC[C@@H](F)O1.O=C1OC[C@@H](F)O1.O=C1OC[C@@H](F)O1.O=C1OC[C@@H](F)O1.O=C1OC[C@@H](F)O1. The calculation puts the LUMO energy at -0.53 eV. For the total energy, the calculation gives -99013.320 eV. For the max |F|, the calculation gives 7.92 eV/A. The calculation puts the HOMO-LUMO gap at 8.0 eV.

The geometry in XYZ format:
```
107
Properties=species:S:1:pos:R:3:forces:R:3
H 4.081 1.900 0.804 0.10 1.22 -0.19
N 4.038 2.882 1.156 -0.18 4.48 -4.36
C 4.036 3.789 0.095 -0.01 -3.43 2.42
N 4.014 5.307 0.310 -1.91 -2.83 -0.35
N 4.059 3.209 -1.323 0.14 2.42 0.84
C 2.659 3.321 -1.963 0.83 -0.24 0.21
C 1.781 2.094 -1.353 -0.19 -0.71 -0.52
C 0.283 2.469 -0.810 0.19 -0.48 -0.18
C 0.145 3.870 0.008 0.56 0.12 -1.06
B -1.309 4.197 0.680 -0.09 1.15 -0.47
C -1.838 5.785 0.533 0.64 -0.51 1.13
C -2.939 6.002 -0.657 0.42 1.55 0.11
C -2.220 6.102 -2.150 -1.02 0.48 0.48
F -1.001 6.967 -2.095 -2.45 -2.00 -0.01
C -2.293 3.223 1.538 -0.89 -0.50 0.04
C -2.588 1.737 0.951 -0.39 -4.79 3.90
O -2.623 0.731 1.870 0.24 5.64 -5.55
C -2.897 1.296 -0.595 -0.88 -1.49 -3.74
C -2.940 -0.341 -0.939 -0.62 1.46 -2.20
C -3.242 -0.970 -2.423 0.18 4.66 0.56
C -3.517 0.066 -3.669 0.80 1.80 4.01
C -3.505 1.691 -3.379 0.84 -2.45 2.93
C -3.196 2.285 -1.866 -0.01 -3.74 -0.54
H 3.562 5.763 -0.530 0.71 -0.84 1.18
H 3.338 5.444 1.116 1.28 -0.11 -1.14
H 4.736 3.795 -1.897 -1.16 -0.81 0.90
H 2.290 4.400 -1.715 -0.02 -2.06 -0.67
H 2.837 3.208 -3.117 -0.63 0.34 2.50
H 2.410 1.491 -0.537 -1.39 1.67 -1.70
H 1.627 1.310 -2.240 0.28 1.63 1.89
H -0.040 1.547 -0.123 0.41 2.04 -1.63
H -0.413 2.551 -1.772 1.29 -0.37 2.22
H 0.362 4.744 -0.775 -0.37 -1.73 1.75
H 0.981 3.950 0.823 -1.37 -0.21 -1.27
H -2.272 6.052 1.609 0.49 -0.32 -2.35
H -0.868 6.439 0.411 -2.16 -0.92 -0.15
H -3.830 5.217 -0.627 2.06 1.49 -0.23
H -3.437 7.066 -0.477 0.98 -2.27 -0.42
H -1.961 5.040 -2.576 -0.07 2.27 0.75
H -2.994 6.675 -2.840 1.87 -1.32 1.22
H -1.828 3.133 2.631 -0.99 -0.23 -2.31
H -3.345 3.755 1.700 2.07 -1.18 -0.45
H -2.764 -1.107 -0.043 -0.36 2.00 -2.15
H -3.275 -2.138 -2.604 0.05 2.84 0.56
H -3.724 -0.329 -4.751 0.38 0.87 2.40
H -3.697 2.474 -4.253 0.43 -1.99 2.12
H -3.199 3.446 -1.727 -0.01 -2.50 -0.24
O -6.498 -1.186 -2.959 -0.20 -0.85 2.58
C -6.582 -1.549 -1.798 0.67 0.88 -2.76
O -5.648 -2.325 -1.168 -0.90 0.59 -0.95
C -6.046 -2.408 0.186 0.95 -0.70 0.89
C -7.509 -2.132 0.111 -0.35 0.19 0.65
F -7.940 -1.505 1.228 -0.30 0.02 0.17
O -7.620 -1.237 -0.972 0.55 -0.50 -0.58
H -5.503 -1.658 0.771 -0.29 0.13 -0.01
H -5.830 -3.398 0.598 -0.10 0.44 -0.38
H -8.124 -3.019 -0.080 -0.05 0.14 0.16
O 3.024 3.723 -5.139 2.35 -1.13 -1.46
C 4.004 3.209 -5.653 -2.56 1.43 0.95
O 4.051 2.775 -6.949 -0.27 0.30 1.07
C 5.385 2.373 -7.187 0.22 -0.33 -1.22
C 5.882 2.074 -5.814 0.86 -0.03 0.36
F 7.204 2.340 -5.711 0.18 -0.14 0.13
O 5.181 2.990 -5.003 -0.81 -0.22 -0.47
H 5.932 3.192 -7.667 0.11 -0.09 0.25
H 5.420 1.497 -7.841 -0.20 0.16 0.10
H 5.680 1.053 -5.475 0.18 0.11 0.06
O -6.225 -4.943 1.726 1.86 -1.93 -0.30
C -5.297 -5.700 1.495 -1.94 1.20 0.71
O -4.730 -6.525 2.428 -0.68 0.97 -0.62
C -3.789 -7.322 1.737 0.47 -1.03 0.57
C -3.480 -6.492 0.538 0.68 -0.27 -0.21
F -3.189 -7.271 -0.527 0.15 -0.08 -0.39
O -4.693 -5.821 0.280 -0.49 0.33 1.03
H -4.248 -8.283 1.479 0.06 0.12 -0.16
H -2.906 -7.509 2.353 -0.24 0.16 0.03
H -2.680 -5.760 0.694 -0.42 -0.52 -0.17
O 4.508 -0.108 0.987 -0.17 -0.89 2.49
C 4.425 -0.471 2.149 0.64 0.81 -2.49
O 5.358 -1.247 2.779 -0.85 0.71 -0.98
C 4.960 -1.330 4.133 0.75 -0.72 0.73
C 3.497 -1.055 4.057 -0.31 0.34 0.42
F 3.067 -0.427 5.175 -0.31 0.00 0.29
O 3.386 -0.159 2.974 0.53 -0.58 -0.60
H 5.503 -0.580 4.717 -0.29 0.09 0.00
H 5.176 -2.320 4.545 -0.02 0.56 -0.55
H 2.883 -1.941 3.867 -0.09 0.15 0.14
O -1.708 -4.420 0.017 1.95 0.82 -2.25
C -1.012 -4.325 -0.980 -1.17 0.30 1.98
O -0.651 -3.137 -1.554 -0.66 -1.12 0.78
C 0.253 -3.453 -2.593 0.55 1.04 -0.63
C -0.096 -4.868 -2.906 0.53 -0.59 -0.46
F 0.994 -5.554 -3.319 0.00 -0.19 -0.18
O -0.504 -5.390 -1.661 -0.65 0.82 0.34
H 1.280 -3.341 -2.227 -0.08 -0.24 -0.09
H 0.113 -2.790 -3.451 -0.13 0.00 0.27
H -0.905 -4.980 -3.635 0.15 -0.15 0.02
O 5.562 -3.621 5.723 -1.22 -0.63 2.77
C 4.971 -3.708 6.787 1.50 0.38 -2.08
O 5.443 -3.209 7.970 -0.15 -0.47 -1.25
C 4.414 -3.397 8.921 0.22 0.53 1.20
C 3.630 -4.519 8.331 -0.92 -0.24 0.21
F 2.321 -4.413 8.652 -0.13 -0.21 0.04
O 3.764 -4.321 6.942 1.04 0.20 0.02
H 3.831 -2.474 9.012 -0.14 -0.24 -0.08
H 4.828 -3.649 9.901 0.11 0.06 -0.26
H 4.000 -5.515 8.599 -0.21 0.04 -0.03
```
Positions in Å, forces in eV/Å.

***

Which of these has the lowest total energy?
C34H43BF7N3O19

***

The highest total energy belongs to which entry?
C4H5NO

***

What is the total energy in the fourth record?
-99013.320 eV